# 1
C23H25IN2O3 in the gas phase. Source: the OMol25 dataset; level of theory: the ωB97M-V functional and the def2-TZVPD basis.

XYZ file:
```
54
Properties=species:S:1:pos:R:3:forces:R:3
C -3.78752 -4.58717 2.06230 0.1 0.0 0.3
O -4.08893 -4.28096 0.72192 0.0 0.1 -0.3
C -3.47000 -3.22362 0.13719 0.0 0.1 -0.1
C -3.82325 -2.97068 -1.19192 0.0 -0.1 0.2
C -3.25716 -1.91963 -1.87439 0.1 0.0 0.1
C -2.29797 -1.11017 -1.26474 -0.3 -0.1 0.2
C -1.73481 0.04040 -2.01373 0.0 0.2 -0.1
O -2.42786 0.68176 -2.78855 -0.1 -0.2 0.0
C -0.33278 0.36599 -1.75658 0.2 0.5 -0.1
C 0.22798 1.62806 -1.85058 -0.4 -0.2 0.0
C -0.45822 2.89257 -2.21547 -0.1 0.1 0.0
N 1.56034 1.56954 -1.56045 -0.1 0.0 -0.5
C 2.42495 2.69168 -1.31180 0.2 0.2 0.2
C 2.83535 2.74847 0.18536 -0.2 -0.1 0.0
N 1.79905 2.15188 0.99802 0.2 0.2 0.2
C 0.78981 3.07180 1.48048 -0.3 -0.2 0.1
C -0.39087 2.24928 1.99846 0.0 0.4 -0.2
O 0.00851 1.37339 3.02593 -0.1 0.1 0.2
C 1.03811 0.51777 2.59045 0.4 -0.2 0.0
C 2.24748 1.30485 2.08384 -0.3 -0.2 0.1
C 1.89559 0.26633 -1.29477 -0.3 -0.6 0.0
C 3.13444 -0.28796 -1.00495 0.1 0.1 0.0
C 3.17988 -1.65006 -0.80413 0.6 -0.2 0.1
I 5.04045 -2.54221 -0.31289 -0.4 0.2 -0.1
C 2.05202 -2.45912 -0.91551 0.0 -0.2 0.0
C 0.82844 -1.90923 -1.23029 0.1 0.0 0.0
C 0.73012 -0.53001 -1.40369 0.3 0.2 0.0
C -1.95910 -1.35740 0.06062 -0.1 0.1 -0.3
C -2.53938 -2.39750 0.76239 -0.1 -0.3 0.3
H -2.72889 -4.83495 2.18986 0.0 0.0 0.0
H -4.39271 -5.45829 2.30803 0.1 0.1 0.0
H -4.05183 -3.76282 2.73217 0.0 0.0 0.0
H -4.55282 -3.61403 -1.65771 -0.1 -0.1 -0.1
H -3.53759 -1.71188 -2.89591 0.0 0.0 -0.1
H 0.02756 3.35726 -3.07339 0.0 0.1 0.0
H -0.45836 3.60384 -1.38921 0.0 0.1 0.0
H -1.48560 2.66617 -2.48609 0.1 0.0 0.0
H 3.32252 2.61414 -1.93375 -0.1 0.1 0.0
H 1.89298 3.59990 -1.59328 0.0 -0.1 -0.1
H 3.75539 2.18120 0.33089 0.0 0.0 0.0
H 3.04343 3.79238 0.46171 0.1 -0.1 0.0
H 0.45761 3.71353 0.66379 0.0 0.1 0.0
H 1.17833 3.70950 2.29516 0.0 0.0 -0.1
H -1.15914 2.89395 2.42827 0.0 0.0 -0.1
H -0.81890 1.67799 1.16017 0.0 0.1 0.0
H 1.30696 -0.09937 3.44909 0.0 0.0 -0.1
H 0.67576 -0.12670 1.77444 0.1 0.0 0.0
H 2.99867 0.60511 1.71400 0.0 0.0 0.0
H 2.67747 1.89085 2.91524 0.0 -0.1 0.0
H 4.02901 0.31177 -0.95596 0.1 0.1 0.0
H 2.14093 -3.52386 -0.76581 0.0 -0.1 0.0
H -0.03640 -2.54409 -1.34013 0.0 -0.1 0.0
H -1.24733 -0.71869 0.56254 0.1 0.0 0.0
H -2.26171 -2.55089 1.79332 0.0 0.0 0.1
```
Forces are in eV/Å.

Output
- SMILES: COc1ccc(C(=O)c2c(C)n(CCN3CCOCC3)c3cc(I)ccc23)cc1
- HOMO: -7.99 eV
- Spin multiplicity: 1
- Maximum force: 0.7 eV/Å
- E_LUMO: 0.577 eV
- Net charge: 0

---

# 2
A 4-piece molecular cluster, C32H44Br2NO14P overall in a non-equilibrium geometry. Source: the OMol25 dataset; level of theory: the ωB97M-V functional and the def2-TZVPD basis.

XYZ file:
```
94
Properties=species:S:1:pos:R:3:forces:R:3
C -0.60231 -0.03707 2.93313 0.1 -0.2 -0.8
C -0.06022 -0.74397 1.66923 -1.0 0.4 -0.1
C -0.60305 -0.00672 0.41383 0.1 0.1 0.8
C 0.16021 1.28336 0.06617 -0.2 -0.3 0.1
C 1.44442 1.12092 -0.78338 0.3 0.1 0.0
C 1.84317 -0.29477 -1.22182 -0.2 -0.1 0.3
C 1.12046 -1.01152 -2.35070 0.3 0.5 0.5
C 1.53308 -2.31233 -2.71105 0.8 -0.5 0.4
C 2.70797 -2.98702 -2.02511 0.5 0.6 0.4
C 4.08276 -2.26340 -2.13996 0.5 0.0 0.0
C 4.25680 -1.40281 -3.39689 -0.1 0.0 0.1
C 5.27390 -3.26257 -2.03834 -0.4 0.4 0.4
C 0.88199 -3.03129 -3.68989 -0.4 -0.9 -0.9
C 1.26366 -4.45457 -4.04592 -0.6 0.0 -0.1
C 2.31628 -4.58392 -5.13117 1.9 -0.8 0.5
O 3.42157 -4.99579 -4.85073 -0.9 0.3 -0.2
O 2.02286 -4.28765 -6.44574 -0.9 0.0 0.9
C -0.19498 -2.47979 -4.38066 -0.3 -0.6 -0.9
Br -1.16728 -3.41142 -5.72835 0.1 0.1 0.2
C -0.60714 -1.23997 -4.07233 -0.2 1.7 0.0
C 0.05232 -0.50503 -3.04947 -0.6 0.5 -0.9
C -0.72558 0.79349 -3.02109 -0.6 0.2 0.8
O -0.48564 1.95311 -2.89031 0.4 -0.8 0.0
N -2.11245 0.39574 -3.41409 -1.0 -0.2 -1.1
P -2.80548 -0.70297 -2.24852 0.6 -0.3 1.5
O -3.48620 -1.88441 -3.15565 0.0 1.0 -0.5
Br -4.57963 0.32954 -1.25910 -0.1 0.1 -0.5
C -1.76434 -0.38802 -4.60772 0.3 -0.6 -0.1
O -2.24400 -0.28916 -5.69815 0.3 -0.2 1.0
H -0.30345 -0.54828 3.84834 0.0 0.2 0.0
H -1.69285 -0.04071 2.84322 0.0 -0.1 0.3
H -0.31059 1.01573 2.92685 0.2 -0.1 0.3
H -0.52663 -1.73516 1.65343 0.5 -0.2 0.0
H 1.02964 -0.81293 1.67089 -0.1 -0.1 0.0
H -0.71359 -0.71005 -0.40861 0.2 0.1 -0.1
H -1.62286 0.29488 0.68365 0.0 -0.1 -0.2
H 0.44047 1.72374 1.02853 0.0 0.1 -0.1
H -0.55526 1.99158 -0.35733 0.3 0.0 -0.3
H 1.48580 1.76849 -1.66167 -0.4 0.1 0.1
H 2.26564 1.48066 -0.15558 0.1 -0.2 -0.1
H 1.79902 -0.93826 -0.33339 0.0 -0.1 -0.2
H 2.90157 -0.26159 -1.47084 -0.1 0.1 0.0
H 2.87811 -3.99719 -2.38507 -0.2 0.2 -0.1
H 2.47632 -3.06417 -0.95437 0.0 -0.1 -0.1
H 4.19130 -1.62083 -1.26599 -0.1 0.1 -0.1
H 4.12874 -1.97803 -4.31987 0.1 -0.1 0.1
H 5.26884 -0.98788 -3.38384 -0.1 0.0 -0.1
H 3.56012 -0.56162 -3.44014 0.0 -0.1 0.0
H 5.91902 -2.95760 -1.21095 0.0 -0.1 -0.1
H 5.88783 -3.23487 -2.93957 -0.2 -0.3 -0.1
H 4.92012 -4.27036 -1.81028 0.2 0.0 -0.3
H 1.59468 -4.98049 -3.15687 0.3 0.0 -0.2
H 0.37553 -5.00086 -4.37637 0.0 0.3 -0.1
H 2.04816 -5.13715 -6.90341 0.3 0.1 -0.3
H -4.12108 -2.37223 -2.61690 0.0 -0.1 0.0
C -7.16783 5.37968 0.10128 0.3 0.2 0.1
C -6.93617 3.90905 0.34299 -0.2 0.6 -0.2
C -7.85983 3.28365 1.35749 -0.2 -0.2 -0.1
O -7.06920 2.19111 1.84452 0.1 0.1 0.0
C -5.76648 2.54686 1.69528 0.3 0.0 -0.1
O -4.84912 1.95222 2.15875 0.0 -0.1 0.1
O -5.65417 3.67296 0.94914 -0.2 -0.3 0.1
H -7.17016 5.93473 1.04085 -0.1 -0.1 0.0
H -6.36823 5.79491 -0.51159 -0.1 -0.1 -0.1
H -8.11920 5.54216 -0.40516 0.0 -0.1 0.0
H -6.96023 3.36478 -0.60570 0.0 -0.1 0.1
H -8.79001 2.92383 0.92335 0.1 -0.2 0.1
H -8.08716 3.94582 2.19685 0.1 0.1 -0.1
C 9.18390 -1.58567 0.36642 -0.2 -0.3 0.0
C 8.13298 -0.50655 0.28699 0.5 -0.4 0.0
C 8.01926 0.35620 1.51756 0.1 0.3 0.0
O 6.65390 0.78880 1.45157 0.0 -0.2 -0.1
C 5.96434 -0.16767 0.78278 0.0 0.0 0.0
O 4.78048 -0.21497 0.70444 -0.1 0.0 0.0
O 6.81032 -1.06646 0.21595 -0.1 0.3 0.1
H 9.06022 -2.18584 1.26919 0.0 0.1 0.0
H 9.09719 -2.26496 -0.48158 0.1 0.1 -0.1
H 10.18343 -1.15121 0.36758 0.0 0.0 0.0
H 8.28566 0.09982 -0.61066 -0.1 0.1 0.0
H 8.69550 1.20795 1.50544 -0.2 0.1 0.0
H 8.15922 -0.20069 2.44710 0.0 -0.1 -0.1
C -5.69942 2.99328 5.14344 -0.2 0.4 0.0
C -4.79479 2.59818 6.28165 -0.4 0.1 -0.5
C -5.41815 1.66553 7.28740 0.1 -0.3 0.1
O -4.67311 1.96569 8.47413 0.0 0.2 -0.1
C -4.25039 3.25377 8.36589 0.0 0.1 0.0
O -3.76142 3.87718 9.24805 0.0 0.0 0.1
O -4.46843 3.72758 7.11116 0.1 -0.3 0.2
H -6.65081 3.38168 5.51424 0.0 -0.1 0.1
H -5.24158 3.78762 4.55336 0.1 -0.1 -0.1
H -5.89671 2.14313 4.49208 0.1 0.0 0.0
H -3.85790 2.19162 5.89012 0.0 0.0 0.1
H -5.31146 0.61679 7.01910 0.1 0.0 0.2
H -6.47220 1.88258 7.47844 0.0 0.1 -0.1
```
Forces are in eV/Å.

Output
- SMILES: CCCCCCc1c(CC(C)C)c(CC(=O)O)c(Br)c2c1C(=O)N(P(O)Br)C2=O.C[C@@H]1COC(=O)O1.C[C@@H]1COC(=O)O1.C[C@@H]1COC(=O)O1
- HOMO: -8.78 eV
- Energy relative to the best compared isomer or geometry (same formula, charge and spin): 0.0 kcal per mole
- Spin multiplicity: 1
- Maximum force: 2.1 eV/Å
- E_LUMO: -0.155 eV
- Net charge: 0

---

# 3
C5H8O in the gas phase in a non-equilibrium geometry. Source: the OMol25 dataset; level of theory: the ωB97M-V functional and the def2-TZVPD basis.

XYZ file:
```
14
Properties=species:S:1:pos:R:3:forces:R:3
O 1.31138 1.43833 -1.15023 -0.2 0.3 -0.3
C 1.74371 0.71500 -0.08326 0.3 0.3 0.4
C 0.83277 0.26714 0.76070 0.9 1.2 0.2
C -0.62021 0.38975 0.44055 0.3 -1.7 0.9
C -0.59378 -1.21467 0.13960 -1.1 -0.6 0.1
C -1.38752 -0.29768 -0.66602 -0.2 0.0 -0.4
H 0.37783 1.60103 -0.88269 0.4 0.1 -0.7
H 2.81046 0.58774 0.02620 0.0 0.1 -0.2
H 1.06509 -0.26543 1.67908 0.2 0.2 -0.2
H -1.25305 0.75400 1.25634 0.2 -0.6 -0.1
H 0.26015 -1.70109 -0.35304 -0.2 0.8 0.6
H -0.95800 -1.75626 0.99022 -0.7 -0.5 -0.2
H -1.14124 -0.15192 -1.70942 0.0 -0.1 -0.1
H -2.44758 -0.36593 -0.44802 0.0 0.5 -0.2
```
Forces are in eV/Å.

Output
- SMILES: O/C=C\C1CC1
- HOMO: -7.67 eV
- Energy relative to the best compared isomer or geometry (same formula, charge and spin): 82.3 kcal per mole
- Spin multiplicity: 1
- Maximum force: 1.9 eV/Å
- E_LUMO: 1.087 eV
- Net charge: 0